# 1
Molecular formula: C4H8N2O2
Method: DFT, ωB97M-V with the def2-TZVPD basis set

XYZ file:
```
16
Properties=species:S:1:pos:R:3:forces:R:3
C 0.0031 2.4631 0.5223 3.23 -0.15 -1.09
C 0.0524 0.0466 -0.0909 2.03 2.08 0.98
C -1.7315 -1.5650 -0.4695 0.82 -1.35 0.17
C -0.4797 -2.1897 -1.0522 0.67 -1.00 1.49
H -0.6471 3.2682 0.1590 0.01 -0.43 0.40
H 0.3890 2.5890 1.5679 -1.07 -0.32 -0.73
H 0.9996 2.5002 -0.0788 -1.75 0.21 0.74
H 2.6832 0.1996 1.2867 1.60 -0.56 0.35
H -1.8196 -1.6709 0.6192 0.01 0.25 -0.45
H -2.6350 -1.6763 -1.0391 -0.27 0.51 -0.14
H 0.2209 -2.8062 -0.4119 -0.80 1.42 -0.26
H -0.4576 -2.6023 -2.0337 -0.38 0.03 -0.76
N 1.2654 -0.2309 0.2816 -1.88 -1.08 -0.92
N -0.6387 -0.7642 -0.9967 0.01 0.81 0.36
O -0.6250 1.2141 0.2119 -0.62 -1.31 0.14
O 1.8517 0.6152 1.2228 -1.62 0.89 -0.28
```
Forces are in eV/Å.

Output
Orbital gap = 9.6 eV
SMILES = CO/C(=N\O)N1CC1
ΔE to the lowest compared entry with this formula, charge and spin = 5.1248 eV
DFT total energy = -417.06762 hartree
Total charge = 0

***

# 2
Molecular formula: C4H8N2O2
Method: DFT, ωB97M-V with the def2-TZVPD basis set

XYZ file:
```
16
Properties=species:S:1:pos:R:3:forces:R:3
C -1.5738 1.1870 0.0216 -3.36 1.15 -2.43
C -0.3598 0.3853 -0.1747 2.52 7.74 0.14
C 1.7198 -0.8386 0.4740 -0.41 1.27 1.29
C 1.9209 0.2487 -0.5288 1.10 1.90 -0.29
H -1.7924 -0.4627 0.9073 -3.46 0.93 -2.65
H -1.5322 2.1185 0.7386 0.09 -1.98 -1.34
H -1.7311 1.5026 -1.0806 -0.07 0.51 1.66
H 0.3732 -2.5031 0.6927 -0.18 2.08 -1.32
H 1.7714 -0.2356 1.5622 -0.83 -2.09 -2.51
H 2.6148 -1.3198 0.3388 1.96 -2.26 0.38
H 2.8148 0.9345 -0.2762 -0.98 -1.51 -0.41
H 1.9519 -0.0627 -1.5781 0.57 -0.53 0.25
N -0.4661 -0.7424 0.1923 -2.91 -4.98 1.39
N 0.4841 -1.6430 0.0489 4.70 -1.80 2.71
O -2.6997 0.2232 0.2406 5.15 0.33 3.10
O 0.8448 1.1309 -0.4588 -3.91 -0.76 0.03
```
Forces are in eV/Å.

Output
Orbital gap = 10.0 eV
ΔE to the lowest compared entry with this formula, charge and spin = 6.5688 eV
DFT total energy = -417.01455 hartree
Total charge = 0

***

Question: Among the records above, which one has the highest orbital gap?
Answer: number 2

***

Question: Among the records above, which one has the lowest DFT total energy?
Answer: number 1

***

Question: Which formula does entry 2 have?
Answer: C4H8N2O2

***

Question: What is the DFT total energy in the second record?
Answer: -417.01455 hartree